ORCA calculation (ωB97M-V with the def2-TZVPD basis set) on 6 unconnected molecules or ions with the total composition C39H58F5N3O24PS.

Computed properties:
LUMO	-3.702	eV
charge	+1

Each line ends with the Löwdin charge.
Atoms and positions in Å:
1 C -2.73 6.97 0.71  -0.128
2 O -2.57 5.51 0.69  -0.283
3 C -3.73 4.84 0.05  -0.205
4 C -3.23 3.33 -0.46  -0.147
5 C -2.29 2.74 0.74  -0.157
6 C -2.29 1.07 0.84  -0.095
7 N -1.27 0.72 1.89  -0.051
8 O -1.34 1.40 3.08  -0.075
9 C -2.65 1.16 3.73  -0.111
10 C -2.55 1.50 5.36  -0.318
11 C -4.09 1.31 5.97  -0.070
12 O -1.71 0.53 6.10  -0.117
13 C -0.27 -0.25 1.74  -0.021
14 N 0.67 -0.40 2.92  -0.070
15 C 0.15 -1.33 3.99  -0.155
16 C 0.19 -2.93 3.63  -0.145
17 C -0.32 -3.72 5.01  -0.142
18 C 0.30 -3.35 6.50  -0.034
19 C -0.16 -4.03 7.92  -0.062
20 C -1.34 -5.17 7.91  -0.066
21 C -1.96 -5.60 6.44  -0.061
22 C -1.48 -4.91 4.99  -0.030
23 C 2.09 -0.67 2.52  -0.139
24 C 2.29 -0.54 0.86  -0.123
25 C 1.21 -1.60 0.21  -0.303
26 P 1.64 -2.00 -1.60  0.772
27 O 0.98 -3.41 -1.95  -0.387
28 O 3.39 -2.27 -1.74  -0.233
29 O 1.26 -0.74 -2.75  -0.202
30 N -0.17 -1.02 0.44  -0.066
31 C -1.21 -2.10 0.31  -0.165
32 C -1.98 -1.95 -1.15  -0.166
33 C -3.61 -2.13 -1.07  -0.212
34 C -4.48 -0.89 -1.73  -0.240
35 S -6.07 -1.42 -2.57  0.808
36 O -6.00 -1.33 -4.14  -0.362
37 O -7.21 -0.43 -2.13  -0.391
38 O -6.59 -3.00 -2.18  -0.231
39 H -2.52 7.45 -0.36  0.109
40 H -3.77 7.35 1.10  0.102
41 H -1.92 7.45 1.43  0.111
42 H -4.23 5.47 -0.80  0.136
43 H -4.51 4.66 0.93  0.136
44 H -4.14 2.64 -0.75  0.120
45 H -2.50 3.55 -1.38  0.132
46 H -1.18 3.12 0.69  0.139
47 H -2.77 3.14 1.76  0.113
48 H -3.39 0.74 1.07  0.138
49 H -2.05 0.71 -0.25  0.131
50 H -2.96 0.00 3.69  0.151
51 H -3.54 1.78 3.28  0.135
52 H -2.16 2.60 5.52  0.169
53 H -3.99 1.48 7.14  0.106
54 H -4.41 0.19 5.80  0.097
55 H -4.84 2.09 5.53  0.094
56 H -2.20 -0.36 6.08  0.119
57 H 0.69 -1.03 4.99  0.136
58 H -1.00 -1.05 4.15  0.120
59 H -0.49 -3.26 2.74  0.096
60 H 1.28 -3.35 3.43  0.121
61 H 1.13 -2.53 6.53  0.078
62 H 0.34 -3.67 8.94  0.100
63 H -1.67 -5.61 8.94  0.089
64 H -2.80 -6.45 6.47  0.090
65 H -1.99 -5.28 3.98  0.085
66 H 2.74 0.24 2.95  0.139
67 H 2.57 -1.64 2.96  0.139
68 H 3.41 -0.77 0.61  0.129
69 H 2.09 0.58 0.53  0.141
70 H 1.33 -2.61 0.83  0.156
71 H 3.64 -3.13 -1.26  0.111
72 H 1.69 -1.06 -3.62  0.115
73 H -2.05 -2.08 1.14  0.131
74 H -0.70 -3.18 0.28  0.142
75 H -1.75 -0.92 -1.68  0.105
76 H -1.60 -2.79 -1.90  0.127
77 H -3.94 -3.11 -1.66  0.125
78 H -4.00 -2.26 0.04  0.119
79 H -3.86 -0.24 -2.50  0.132
80 H -4.80 -0.17 -0.84  0.107
81 H -7.12 -3.01 -1.31  0.127
82 C 5.90 1.87 -1.92  -0.072
83 C 4.63 2.16 -1.21  -0.321
84 O 5.02 2.24 0.15  0.123
85 C 6.31 2.68 0.11  -0.501
86 O 6.90 3.14 1.08  0.147
87 O 6.85 2.56 -1.13  0.092
88 F 3.76 1.12 -1.34  0.051
89 H 6.15 0.81 -1.94  0.155
90 H 5.90 2.25 -2.95  0.106
91 H 4.14 3.09 -1.51  0.182
92 C 5.19 0.11 -6.46  -0.081
93 C 6.60 0.15 -6.94  -0.321
94 O 7.02 1.46 -6.62  0.131
95 C 6.28 1.81 -5.53  -0.496
96 O 6.55 2.76 -4.81  0.134
97 O 5.22 0.98 -5.34  0.069
98 F 6.66 -0.01 -8.28  0.088
99 H 4.48 0.49 -7.20  0.132
100 H 4.88 -0.90 -6.16  0.144
101 H 7.27 -0.57 -6.44  0.178
102 C 6.31 5.09 -9.85  -0.070
103 C 7.29 4.57 -8.86  -0.321
104 O 6.48 3.92 -7.90  0.132
105 C 5.39 3.49 -8.60  -0.477
106 O 4.60 2.66 -8.18  0.144
107 O 5.29 4.11 -9.81  0.085
108 F 7.94 5.59 -8.24  0.088
109 H 5.89 6.06 -9.57  0.152
110 H 6.74 5.17 -10.85  0.149
111 H 8.01 3.86 -9.27  0.182
112 C -8.42 -6.32 -5.17  -0.074
113 C -8.24 -5.12 -4.30  -0.342
114 O -8.62 -5.58 -3.02  0.132
115 C -8.33 -6.91 -3.02  -0.502
116 O -8.27 -7.60 -2.01  0.144
117 O -8.12 -7.38 -4.29  0.078
118 F -9.08 -4.13 -4.66  0.086
119 H -9.45 -6.43 -5.53  0.151
120 H -7.74 -6.31 -6.02  0.147
121 H -7.21 -4.74 -4.26  0.166
122 C 2.77 2.12 6.02  -0.075
123 C 4.14 2.64 6.30  -0.327
124 O 4.85 1.49 6.72  0.153
125 C 4.24 0.45 6.07  -0.501
126 O 4.73 -0.66 5.95  0.145
127 O 3.02 0.81 5.56  0.035
128 F 4.13 3.52 7.33  0.088
129 H 2.14 2.08 6.92  0.152
130 H 2.26 2.71 5.26  0.145
131 H 4.64 3.08 5.44  0.181



ORCA calculation (ωB97M-V with the def2-TZVPD basis set) on 9 unconnected molecules or ions with the total composition C39H58FN8O4PS.

Computed properties:
energy relative to the best compared isomer or geometry (same formula, charge and spin)	0.0	kJ/mol
SMILES	COCCCC[PH2](CCO)S(=O)(=O)F.c1cc[nH]c1.c1cc[nH]c1.c1cc[nH]c1.c1cc[nH]c1.c1cc[nH]c1.c1cc[nH]c1.c1cc[nH]c1.c1cc[nH]c1
LUMO	0.137	eV
charge	0

Each line ends with the Löwdin charge.
Atoms and positions in Å:
1 C -4.66 6.35 -7.11  -0.103
2 O -4.89 5.23 -6.28  -0.178
3 C -3.84 4.28 -6.41  -0.258
4 C -3.80 3.42 -5.17  -0.161
5 C -3.06 2.09 -5.34  -0.233
6 C -1.57 2.12 -4.98  -0.307
7 P -0.48 3.19 -6.00  0.826
8 C -0.99 2.56 -7.69  -0.333
9 C -0.18 3.32 -8.75  -0.302
10 O -0.95 4.46 -9.16  -0.087
11 S 0.52 4.10 -4.13  0.479
12 O 0.81 3.10 -3.15  -0.358
13 O 1.67 4.81 -4.59  -0.350
14 F -0.43 5.21 -3.47  -0.244
15 H -5.57 6.95 -7.15  0.086
16 H -3.87 6.98 -6.69  0.087
17 H -4.35 6.03 -8.10  0.087
18 H -4.01 3.68 -7.30  0.126
19 H -2.91 4.85 -6.50  0.092
20 H -4.83 3.17 -4.95  0.120
21 H -3.40 3.96 -4.32  0.121
22 H -3.25 1.64 -6.31  0.103
23 H -3.50 1.41 -4.63  0.113
24 H -1.16 1.11 -4.97  0.106
25 H -1.51 2.45 -3.95  0.068
26 H 0.82 2.74 -6.24  0.055
27 H -0.75 4.52 -6.36  0.037
28 H -0.80 1.49 -7.76  0.088
29 H -2.02 2.78 -7.92  0.062
30 H -0.09 2.69 -9.63  0.096
31 H 0.78 3.66 -8.38  0.106
32 H -0.56 5.26 -8.77  0.086
33 N 4.29 -0.34 -1.57  -0.001
34 C 3.67 -0.45 -0.36  -0.143
35 C 2.67 0.48 -0.32  -0.096
36 C 2.68 1.18 -1.56  -0.092
37 C 3.69 0.64 -2.31  -0.132
38 H 5.07 -0.90 -1.88  0.139
39 H 3.99 -1.17 0.37  0.084
40 H 1.99 0.65 0.50  0.063
41 H 2.01 1.97 -1.87  0.054
42 H 4.03 0.88 -3.31  0.104
43 N -1.57 5.38 0.68  0.005
44 C -0.82 5.04 1.77  -0.144
45 C 0.41 4.65 1.31  -0.126
46 C 0.40 4.77 -0.11  -0.103
47 C -0.84 5.22 -0.47  -0.138
48 H -2.52 5.70 0.72  0.141
49 H -1.21 5.10 2.76  0.107
50 H 1.24 4.32 1.92  0.090
51 H 1.20 4.54 -0.79  0.086
52 H -1.26 5.44 -1.43  0.083
53 N 0.70 0.83 2.94  0.006
54 C -0.37 1.27 2.21  -0.144
55 C -1.50 0.78 2.80  -0.108
56 C -1.10 0.03 3.94  -0.115
57 C 0.27 0.08 3.99  -0.147
58 H 1.66 1.04 2.73  0.125
59 H -0.23 1.88 1.33  0.098
60 H -2.51 0.95 2.46  0.088
61 H -1.74 -0.49 4.63  0.087
62 H 0.97 -0.35 4.69  0.098
63 N 6.36 -2.80 3.28  0.007
64 C 5.73 -2.90 4.49  -0.147
65 C 4.73 -1.97 4.52  -0.119
66 C 4.75 -1.28 3.28  -0.107
67 C 5.77 -1.82 2.54  -0.142
68 H 7.14 -3.36 2.99  0.145
69 H 6.06 -3.62 5.23  0.105
70 H 4.05 -1.79 5.35  0.090
71 H 4.10 -0.48 2.97  0.083
72 H 6.12 -1.59 1.55  0.103
73 N 0.99 0.61 -12.17  -0.001
74 C 1.67 0.25 -11.03  -0.152
75 C 2.89 -0.23 -11.40  -0.111
76 C 2.96 -0.15 -12.82  -0.111
77 C 1.78 0.37 -13.26  -0.141
78 H 0.07 0.99 -12.20  0.140
79 H 1.22 0.37 -10.06  0.094
80 H 3.66 -0.59 -10.74  0.090
81 H 3.79 -0.45 -13.44  0.090
82 H 1.43 0.59 -14.25  0.105
83 N 2.45 -4.49 5.96  0.009
84 C 1.41 -4.04 5.20  -0.137
85 C 0.24 -4.49 5.77  -0.103
86 C 0.60 -5.24 6.92  -0.114
87 C 1.97 -5.22 7.02  -0.142
88 H 3.42 -4.31 5.77  0.120
89 H 1.58 -3.44 4.33  0.106
90 H -0.75 -4.30 5.40  0.093
91 H -0.07 -5.74 7.60  0.056
92 H 2.64 -5.66 7.74  0.103
93 N -1.52 -7.83 8.60  -0.001
94 C -2.54 -6.93 8.71  -0.150
95 C -3.71 -7.58 8.45  -0.106
96 C -3.38 -8.94 8.17  -0.112
97 C -2.02 -9.06 8.27  -0.141
98 H -0.55 -7.63 8.74  0.130
99 H -2.34 -5.90 8.97  0.090
100 H -4.69 -7.14 8.45  0.091
101 H -4.07 -9.73 7.92  0.088
102 H -1.38 -9.91 8.14  0.104
103 N -1.77 -3.23 10.68  0.001
104 C -2.09 -4.23 11.55  -0.154
105 C -2.99 -3.73 12.45  -0.111
106 C -3.23 -2.38 12.10  -0.114
107 C -2.46 -2.09 11.00  -0.143
108 H -1.12 -3.31 9.92  0.139
109 H -1.64 -5.21 11.46  0.100
110 H -3.44 -4.28 13.26  0.089
111 H -3.90 -1.69 12.59  0.088
112 H -2.35 -1.19 10.43  0.104



ORCA calculation (ωB97M-V with the def2-TZVPD basis set) on a molecular structure, C39H58GeKN3OPSi3.

Computed properties:
energy relative to the best compared isomer or geometry (same formula, charge and spin)	266.5	kJ/mol
LUMO (spin up / spin down)	3.035 / 3.024	eV
charge	-2
spin multiplicity	2

Each line ends with the Mulliken spin population.
Atoms and positions in Å:
1 K 0.71 0.02 1.49  0.000
2 C 6.60 4.94 0.73  0.000
3 C 7.29 4.01 1.51  0.000
4 C 6.87 2.74 1.23  0.000
5 C 6.09 2.39 0.00  0.000
6 C 5.75 3.38 -0.91  0.000
7 C 6.15 4.69 -0.59  0.000
8 P 4.91 0.88 -0.26  0.001
9 C 6.27 -0.27 -0.25  0.000
10 C 7.70 -0.06 -0.09  0.000
11 C 8.57 -1.17 -0.17  0.000
12 C 8.05 -2.45 -0.38  0.000
13 C 6.75 -2.61 -0.75  -0.001
14 C 5.86 -1.47 -0.72  -0.001
15 C 4.30 0.60 1.40  0.000
16 C 4.80 -0.38 2.28  0.000
17 C 4.46 -0.28 3.63  0.000
18 C 3.55 0.70 4.13  0.000
19 C 2.90 1.48 3.09  0.000
20 C 3.36 1.53 1.78  0.000
21 H 6.50 5.96 1.12  0.000
22 H 7.74 4.06 2.49  0.000
23 H 7.23 1.94 1.85  0.000
24 H -10.05 1.53 -4.54  0.000
25 H 5.82 5.45 -1.27  0.000
26 H 8.11 0.94 0.15  0.000
27 H 9.61 -1.08 0.02  0.000
28 H 8.65 -3.34 -0.22  0.000
29 H 6.37 -3.55 -1.17  0.000
30 H 4.79 -1.57 -0.84  0.002
31 H 5.37 -1.23 1.94  0.000
32 H 4.76 -1.12 4.32  0.000
33 H 3.23 0.64 5.16  0.000
34 H 2.07 2.12 3.35  0.000
35 N 2.47 -2.56 2.96  0.000
36 C 3.31 -3.46 2.39  0.001
37 C 2.78 -3.78 1.16  0.000
38 C 1.59 -3.07 1.05  -0.006
39 N 1.42 -2.22 2.09  0.000
40 H 2.46 -2.41 3.98  0.000
41 H 4.15 -3.86 2.92  0.000
42 H 3.26 -4.41 0.41  0.000
43 H 0.88 -3.11 0.21  0.001
44 C 2.16 -4.46 -1.85  0.015
45 N 1.30 -3.43 -2.50  0.068
46 C 0.32 -3.80 -3.32  0.773
47 C 7.20 2.31 -3.36  0.000
48 C 5.89 2.33 -3.31  0.000
49 C 5.26 1.94 -4.54  0.000
50 C 3.83 2.01 -4.57  0.000
51 C 3.23 2.86 -3.72  0.000
52 C 3.81 3.11 -2.35  0.000
53 C 5.04 2.86 -2.13  0.000
54 H 1.77 -4.87 -0.91  -0.001
55 H 3.27 -4.19 -1.53  0.005
56 H 2.57 -5.17 -2.44  0.006
57 H 1.64 -2.53 -2.83  0.048
58 H 0.66 -4.03 -4.22  0.064
59 H -0.54 -3.09 -3.59  0.027
60 H -10.54 1.55 -5.33  0.000
61 H 7.81 1.79 -4.04  0.000
62 H 7.76 2.40 -2.42  0.000
63 H 5.66 1.87 -5.52  0.000
64 H 3.67 1.55 -5.55  0.000
65 H 2.17 3.05 -3.63  0.000
66 H 3.16 3.33 -1.50  0.000
67 O -2.95 0.29 1.00  0.000
68 C -7.64 -0.70 3.96  0.000
69 Si -6.16 -0.41 2.84  0.000
70 C -5.98 1.40 3.12  0.000
71 C -4.93 -1.56 3.62  0.000
72 Ge -6.49 -0.49 0.35  0.000
73 Si -8.74 -1.13 -0.50  0.000
74 C -9.35 -0.27 -2.13  0.000
75 C -8.40 -2.89 -0.97  0.000
76 C -10.04 -0.95 0.82  0.000
77 Si -5.00 1.28 -0.56  0.000
78 C -6.04 2.93 -0.38  0.000
79 C -4.50 1.17 -2.31  0.000
80 C -3.16 1.46 0.21  0.000
81 H -7.78 -1.78 4.28  0.000
82 H -8.63 -0.45 3.59  0.000
83 H -7.45 0.01 4.79  0.000
84 H -5.73 1.46 4.21  0.000
85 H -6.96 1.84 3.09  0.000
86 H -5.33 2.06 2.54  0.000
87 H -5.31 -2.60 3.89  0.000
88 H -4.60 -1.08 4.57  0.000
89 H -3.97 -1.68 3.07  0.000
90 H -9.76 0.77 -1.99  0.000
91 H -10.14 -0.85 -2.66  0.000
92 H -8.58 -0.27 -2.85  0.000
93 H -7.43 -3.09 -1.46  0.000
94 H -9.08 -3.29 -1.69  0.000
95 H -8.42 -3.56 -0.10  0.000
96 H -9.83 -1.09 1.86  0.000
97 H -10.73 -1.78 0.59  0.000
98 H -10.43 0.00 0.49  0.000
99 H -5.34 3.71 -0.53  0.000
100 H -6.64 3.00 0.53  0.000
101 H -6.78 2.76 -1.20  0.000
102 H -5.10 1.72 -3.03  0.000
103 H -4.55 0.11 -2.56  0.000
104 H -3.47 1.60 -2.35  0.000
105 H -3.00 2.25 1.05  0.000
106 H -2.48 1.68 -0.66  0.000
107 H -3.67 0.48 1.94  0.000



ORCA calculation (ωB97M-V with the def2-TZVPD basis set) on a molecular structure, C39H59DyF2N12O4.

Computed properties:
LUMO (spin up / spin down)	0.436 / 0.438	eV
charge	0
spin multiplicity	6

Each line ends with the Mulliken spin population.
Atoms and positions in Å:
1 Dy -0.26 0.36 0.37  4.941
2 C 3.08 3.21 -3.01  0.000
3 N 2.64 2.84 -1.69  0.000
4 C 1.31 3.26 -1.34  0.006
5 C 3.23 1.81 -1.01  -0.001
6 N 2.52 0.99 -0.32  -0.001
7 C 3.17 0.10 0.62  0.002
8 C 2.93 -1.35 0.21  -0.002
9 N 1.50 -1.60 0.02  -0.010
10 C 1.22 -2.11 -1.32  -0.003
11 C 1.10 -1.01 -2.39  -0.004
12 N 0.09 -0.01 -2.08  0.017
13 C -0.70 0.41 -3.02  -0.004
14 N -1.72 1.30 -2.70  -0.002
15 C -1.98 2.38 -3.64  0.000
16 C -2.97 0.87 -2.09  0.005
17 N -0.48 0.21 -4.37  0.001
18 C 0.80 0.35 -5.02  0.000
19 C -1.59 -0.05 -5.26  0.000
20 C 0.95 -2.50 1.04  -0.008
21 C 1.15 -2.02 2.48  -0.002
22 N 0.51 -0.75 2.78  0.022
23 C 0.56 -0.38 4.02  -0.005
24 N 1.22 -1.18 4.98  0.000
25 C 2.66 -1.28 5.00  0.000
26 C 0.58 -1.43 6.25  0.000
27 N -0.09 0.68 4.56  0.000
28 C -1.21 1.33 3.92  0.000
29 C 0.61 1.52 5.51  0.000
30 N 4.63 1.79 -1.08  0.000
31 C 5.38 3.02 -0.99  0.000
32 C 5.37 0.65 -1.54  0.000
33 H 2.28 3.03 -3.73  0.000
34 H 3.94 2.62 -3.31  0.000
35 H 3.34 4.27 -3.05  0.000
36 H 1.20 4.32 -1.60  0.000
37 H 1.19 3.15 -0.26  0.000
38 H 0.53 2.67 -1.84  -0.001
39 H 2.71 0.26 1.60  -0.001
40 H 4.25 0.31 0.72  0.001
41 H 3.36 -2.02 0.96  -0.001
42 H 3.47 -1.56 -0.72  0.001
43 H 0.29 -2.67 -1.30  0.003
44 H 2.01 -2.81 -1.64  -0.001
45 H 0.87 -1.53 -3.33  0.000
46 H 2.07 -0.52 -2.49  0.001
47 H -2.78 2.14 -4.35  0.000
48 H -1.07 2.64 -4.19  0.000
49 H -2.29 3.25 -3.06  0.000
50 H -3.63 0.43 -2.84  0.000
51 H -3.47 1.74 -1.65  0.002
52 H -2.78 0.13 -1.31  -0.003
53 H 1.53 0.73 -4.32  0.000
54 H 0.70 1.06 -5.85  0.000
55 H 1.15 -0.60 -5.44  0.000
56 H -2.45 -0.36 -4.67  0.000
57 H -1.32 -0.89 -5.91  0.000
58 H -1.84 0.81 -5.89  0.000
59 H 1.43 -3.50 0.96  0.000
60 H -0.12 -2.60 0.83  0.013
61 H 2.22 -1.96 2.68  0.000
62 H 0.75 -2.80 3.14  0.000
63 H 3.09 -0.68 4.20  0.000
64 H 2.98 -2.32 4.89  0.000
65 H 3.06 -0.90 5.95  0.000
66 H -0.50 -1.27 6.14  0.000
67 H 0.94 -0.79 7.07  0.000
68 H 0.76 -2.47 6.53  0.000
69 H -2.09 0.69 3.96  0.000
70 H -1.00 1.60 2.89  0.006
71 H -1.44 2.25 4.47  0.000
72 H -0.03 1.73 6.38  0.000
73 H 0.87 2.47 5.03  0.000
74 H 1.53 1.06 5.85  0.000
75 H 4.75 3.79 -0.54  0.000
76 H 5.76 3.38 -1.95  0.000
77 H 6.24 2.86 -0.33  0.000
78 H 4.71 -0.21 -1.63  0.000
79 H 6.19 0.41 -0.85  0.000
80 H 5.81 0.84 -2.53  0.000
81 F -2.72 5.68 -0.14  0.000
82 C -2.89 4.41 0.33  -0.001
83 C -1.92 3.46 0.06  0.009
84 C -2.05 2.12 0.46  0.039
85 C -3.24 1.82 1.17  -0.020
86 C -4.14 2.83 1.51  -0.006
87 F -5.20 2.57 2.34  0.000
88 C -4.00 4.13 1.09  0.000
89 C -3.51 0.42 1.54  0.007
90 C -4.82 -0.07 1.61  0.002
91 C -5.04 -1.37 2.03  0.000
92 C -3.95 -2.15 2.38  0.000
93 C -2.68 -1.60 2.23  -0.002
94 N -2.45 -0.36 1.81  0.002
95 H -1.05 3.79 -0.49  0.001
96 H -4.72 4.89 1.34  0.000
97 H -5.65 0.55 1.31  0.000
98 H -6.04 -1.75 2.11  0.000
99 H -4.07 -3.15 2.76  0.000
100 H -1.81 -2.19 2.48  -0.002
101 O 2.55 3.03 1.84  0.003
102 N 1.65 2.36 2.36  -0.003
103 O 0.68 2.00 1.58  0.000
104 O -2.15 -1.66 -2.67  -0.001
105 C -1.96 -2.27 -1.61  -0.004
106 O -1.64 -1.76 -0.50  0.004
107 C -2.05 -3.79 -1.71  -0.002
108 C -1.62 -4.65 -0.71  0.000
109 C -1.61 -6.02 -0.93  0.000
110 C -2.06 -6.54 -2.13  0.000
111 C -2.51 -5.69 -3.13  0.000
112 C -2.49 -4.32 -2.92  0.000
113 H -1.29 -4.25 0.23  0.000
114 H -1.25 -6.68 -0.15  0.000
115 H -2.06 -7.61 -2.29  0.000
116 H -2.85 -6.09 -4.07  0.000
117 H -2.82 -3.64 -3.69  0.000



Number 1: total energy -128679.4551 eV. Number 2: total energy -84331.3123 eV. Number 3: total energy -153649.0159 eV. Number 4: total energy -96989.5383 eV.